Below is C8H8N2O2 in the gas phase, with properties calculated with ωB97M-V/def2-TZVPD.

```
! RIJCOSX wB97M-V def2-TZVPD def2/J DEFGRID3
* xyz 0 1
O -2.071 -2.203 0.062
O 2.835 -0.365 -1.229
N 0.671 -1.341 -0.106
N 1.187 1.048 -0.250
C 2.769 -0.461 1.139
C 1.952 -0.161 -0.163
C -1.043 1.871 -0.323
C -1.756 -0.954 -0.087
C -2.644 0.102 -0.145
C -0.045 0.873 -0.358
C -2.313 1.496 -0.256
C -0.352 -0.610 -0.158
H -0.869 2.976 -0.085
H 3.785 -0.385 0.814
H -3.711 -0.225 -0.045
H -3.094 2.123 -0.427
H -2.965 -2.434 0.098
H 2.810 -1.542 1.374
H 2.447 0.174 -1.942
H 2.407 0.018 2.085
*
```

Properties
Frontier orbital gap (eV): 7.5
Energy relative to the best compared isomer or geometry (same formula, charge and spin) (kJ/mol): 256.88
SMILES: C[C@]1(O)N=c2cccc(O)c2=N1


Below is H56O30V as an isolated structure, with properties calculated with ωB97M-V/def2-TZVPD.

```
! RIJCOSX wB97M-V def2-TZVPD def2/J DEFGRID3
* xyz 1 1
V -0.159 0.543 0.091
O -0.775 3.935 -4.155
O 0.789 3.713 2.559
O -0.124 -1.512 -3.948
O 1.261 2.066 4.845
O 4.788 1.176 -0.695
O -4.262 -1.390 -1.214
O -2.899 2.894 -2.332
O 1.858 1.163 1.028
O 2.703 -0.314 -3.379
O 1.338 -4.090 2.179
O 1.885 4.252 -1.505
O -0.465 2.717 0.198
O 3.696 -2.177 1.556
O 0.408 0.659 -1.390
O -0.723 5.523 -1.509
O -1.053 0.726 2.303
O -1.426 -0.894 4.629
O 3.453 3.318 0.530
O 4.140 -1.458 -1.052
O -1.594 -2.029 -1.727
O 0.652 0.980 -4.860
O -2.887 -5.865 0.113
O -3.057 1.311 -4.441
O 2.814 -0.073 3.354
O -3.843 -1.610 2.919
O 1.181 -6.063 -0.504
O -0.684 -4.837 4.203
O -0.251 -0.985 0.539
O -2.359 0.812 -0.347
O -3.809 -3.411 0.635
H 1.765 5.197 -1.598
H 2.195 0.709 1.800
H 4.233 -2.928 1.303
H -3.735 -6.299 0.024
H -2.037 3.176 -2.636
H 1.964 3.931 -2.403
H 1.637 -3.181 2.206
H -3.310 3.692 -2.001
H -0.338 3.093 -4.275
H -0.893 6.462 -1.446
H 2.076 -4.596 2.519
H 2.888 3.512 -0.218
H 0.975 0.778 -5.738
H -0.475 5.385 -2.424
H 4.168 1.621 -0.117
H -0.235 -2.335 -4.424
H 2.070 0.401 -3.440
H -4.185 -0.743 2.699
H -3.269 0.506 -3.969
H -0.623 3.364 -0.489
H 3.581 4.163 0.960
H -0.170 3.232 0.949
H -0.960 -0.002 2.918
H 1.261 -5.342 0.120
H -2.489 -1.843 -1.443
H -0.911 4.263 -5.044
H -5.091 -1.160 -0.796
H -3.868 -2.896 1.440
H -4.213 -2.858 -0.033
H 4.354 0.354 -0.925
H -3.103 -4.956 0.322
H 0.157 0.202 -4.602
H 1.878 1.396 4.550
H -1.752 1.265 2.674
H -1.238 -0.172 5.228
H 4.604 -2.273 -0.864
H -3.035 0.141 -0.443
H 2.440 1.916 0.920
H -3.064 -1.433 3.447
H -1.274 -2.678 -1.101
H 3.020 -0.077 4.288
H -0.517 -1.674 -3.091
H 2.168 -1.108 -3.359
H 1.154 4.479 3.002
H -1.110 -1.674 5.086
H 1.066 2.971 3.096
H 3.197 -0.884 3.020
H -0.136 -4.592 3.458
H -3.101 1.998 -3.776
H 3.712 -1.614 -1.894
H -0.618 -4.096 4.805
H -2.614 1.500 -0.961
H 3.348 -1.842 0.730
H -4.452 -1.367 -2.152
H 0.590 -6.684 -0.078
H 1.719 2.519 5.553
*
```

Properties
Frontier orbital gap (eV): 9.0


Below is a 3-piece molecular cluster, C3H11NO3 overall, with properties calculated with ωB97M-V/def2-TZVPD.

```
! RIJCOSX wB97M-V def2-TZVPD def2/J DEFGRID3
* xyz 1 2
O 0.601 -2.989 -0.303
O -0.912 0.423 2.766
O 2.855 0.866 -0.168
N -0.524 0.359 -0.279
C -1.221 1.353 -1.084
C -0.630 -1.029 -0.533
C 0.504 -1.801 0.082
H 2.816 -0.016 -0.559
H -1.168 1.165 -2.156
H 0.977 -1.436 1.030
H 3.681 0.840 0.395
H -1.753 -1.477 -0.119
H -0.600 2.379 -1.037
H -0.704 -1.263 -1.603
H -2.258 1.662 -0.923
H -1.573 -0.235 2.910
H -0.646 0.514 1.836
H 0.555 0.686 -0.254
*
```

Properties
Frontier orbital gap (alpha / beta) (eV): 10.5 / 6.1
Energy relative to the best compared isomer or geometry (same formula, charge and spin) (kJ/mol): 239.47
<S²>: 0.76


Below is a 2-piece molecular cluster, C5H11O overall, with properties calculated with ωB97M-V/def2-TZVPD.

```
! RIJCOSX wB97M-V def2-TZVPD def2/J DEFGRID3
* xyz 1 1
O -0.372 -0.789 -0.111
C 0.298 0.597 1.941
C 0.112 0.510 -0.690
C 0.086 -2.003 -0.558
C 0.636 0.026 0.576
C -1.048 1.455 -1.000
H -0.472 -2.152 -1.552
H 0.241 -0.314 2.731
H -1.301 1.329 -2.009
H 1.636 -0.339 0.491
H -0.016 -2.900 0.069
H -1.902 1.261 -0.322
H 1.045 1.297 2.312
H -0.789 2.570 -0.832
H -0.594 1.087 1.983
H 1.164 -1.832 -0.884
H 1.277 0.198 -2.146
*
```

Properties
Frontier orbital gap (eV): 10.6
Energy relative to the best compared isomer or geometry (same formula, charge and spin) (kJ/mol): 419.76


Below is a 7-piece molecular cluster, C46H86F2N7O6PS overall, with properties calculated with ωB97M-V/def2-TZVPD.

```
! RIJCOSX wB97M-V def2-TZVPD def2/J DEFGRID3
* xyz 0 1
S 0.099 0.571 0.483
P 0.502 2.747 3.545
F -0.260 5.320 -0.049
F -2.666 2.401 3.389
O -2.760 1.956 1.067
O -0.213 1.906 4.848
O 0.053 0.393 -1.010
O -1.275 -0.145 1.081
O 4.961 -2.762 0.816
O 1.264 -0.126 1.095
N 3.007 0.057 5.312
N 0.795 4.391 4.186
N 1.119 -7.593 -6.591
N 2.012 7.472 2.452
N -3.131 -5.554 -10.186
N -0.810 -4.869 -0.742
N -6.292 2.653 -0.618
C -1.562 0.352 2.433
C 2.855 -5.520 -1.068
C 6.387 -2.668 0.961
C -5.340 3.288 -0.820
C -0.781 9.837 3.197
C -0.523 -4.757 -4.805
C -0.093 -4.346 -6.209
C -4.326 -1.308 0.796
C 4.013 -0.908 2.133
C 1.417 -2.060 5.502
C -3.450 0.192 -1.142
C -0.309 -5.451 -7.245
C 0.121 2.422 0.773
C 5.216 -0.045 2.731
C 1.552 7.973 3.393
C 0.959 8.619 4.603
C -4.050 1.316 1.211
C -4.404 5.583 -0.780
C 0.495 -6.656 -6.877
C 5.042 2.382 1.845
C 5.749 0.979 1.609
C 2.311 -0.868 5.395
C 4.288 -2.469 2.075
C -0.529 8.897 4.371
C -4.732 -2.327 -0.393
C 4.684 3.162 0.497
C 1.645 2.834 0.785
C 0.163 -4.238 -0.808
C -0.719 2.856 2.058
C -5.386 -1.523 1.955
C -4.348 0.159 0.165
C -3.949 -9.187 -10.445
C -1.982 1.880 2.247
C -0.378 5.419 1.379
C -2.444 -8.972 -10.328
C -2.668 -6.554 -9.820
C 3.804 2.294 -0.505
C 1.415 -3.426 -0.900
C 2.474 -4.187 -1.702
C 3.334 -3.523 6.321
C 2.315 2.847 -0.683
C -4.121 4.109 -1.084
C -2.076 -7.850 -9.354
C -5.523 6.162 -1.639
C -1.320 4.326 2.004
C 1.927 -3.001 6.596
H 0.065 -5.600 -4.434
H -1.851 10.029 3.088
H 4.065 -2.712 6.291
H 3.632 -6.012 -1.656
H 0.635 5.507 1.852
H 4.296 2.308 -1.523
H 5.679 3.394 -0.006
H 3.820 -0.583 1.063
H -5.074 -3.278 0.119
H -4.163 -10.013 -11.126
H -0.378 -3.930 -4.106
H -3.826 3.983 -2.128
H -0.888 6.422 1.556
H -4.388 -9.426 -9.473
H -0.660 -3.461 -6.510
H 2.421 3.926 -1.005
H -1.579 -5.038 -4.784
H 4.793 0.531 3.613
H -4.270 0.906 2.237
H 3.374 -4.058 5.368
H 3.685 1.239 -0.102
H 1.923 -2.484 7.560
H 0.962 -4.060 -6.188
H 1.089 7.954 5.459
H 6.752 -2.965 1.996
H -6.474 5.656 -1.457
H 6.904 -3.371 0.236
H -0.277 10.795 3.347
H 2.002 -6.202 -1.021
H 4.861 -2.862 2.968
H -4.671 5.698 0.275
H -1.977 -9.901 -9.992
H -2.406 -0.294 2.808
H -2.684 -0.647 -1.127
H -2.039 -8.749 -11.319
H 1.777 -3.213 0.108
H -3.306 3.745 -0.454
H -2.880 1.149 -1.305
H -6.373 -1.006 1.782
H 0.921 4.234 5.194
H 3.058 -0.762 2.727
H 3.237 -5.376 -0.053
H -4.452 -8.302 -10.841
H 4.136 2.284 2.519
H -4.057 0.010 -2.087
H 1.187 -2.474 -1.386
H -0.409 2.861 -0.128
H 3.311 -3.052 2.019
H 4.231 4.171 0.751
H 0.000 -5.106 -8.234
H 5.779 3.032 2.421
H 3.645 -4.211 7.110
H -1.365 -5.729 -7.299
H -5.670 7.219 -1.409
H -1.057 7.956 4.193
H 5.566 0.547 0.574
H -2.450 -8.075 -8.352
H -5.286 6.076 -2.703
H -5.562 -2.627 2.147
H 1.390 -2.573 4.537
H 0.404 -1.724 5.736
H -2.323 4.381 1.477
H -3.492 6.161 -0.946
H 6.878 1.014 1.725
H 1.678 4.728 3.775
H -5.598 -1.844 -0.928
H 6.057 -0.675 3.143
H 6.726 -1.615 0.727
H 3.369 -3.565 -1.788
H -0.990 -7.745 -9.294
H -0.607 0.210 3.017
H 0.175 2.186 5.695
H 1.836 3.874 1.201
H -3.839 -2.519 -1.051
H 1.744 2.233 -1.432
H -1.533 4.642 3.075
H -5.421 0.315 -0.182
H 2.294 2.150 1.416
H -4.837 2.131 1.025
H -3.310 -1.637 1.155
H -0.431 9.407 2.255
H 2.109 -4.368 -2.718
H 1.496 9.547 4.810
H 1.243 -3.849 6.683
H -0.953 9.337 5.278
H -4.953 -1.116 2.930
*
```

Properties
Frontier orbital gap (eV): 8.3
SMILES: COCCCCCCCCC[C@@H]1[C@](CCF)(P(N)O)[C@@](F)(OC[C@@H](C)C(C)C)COS1(=O)=O.CCCC#N.CCCC#N.CCCC#N.CCCC#N.CCCC#N.CCCC#N


Below is a 6-piece molecular cluster, C14H42N2O8 overall, with properties calculated with ωB97M-V/def2-TZVPD.

```
! RIJCOSX wB97M-V def2-TZVPD def2/J DEFGRID3
* xyz 0 1
O 16.364 -23.140 -14.064
O 14.607 -25.809 -4.453
O 21.656 -21.423 -9.294
O 18.906 -12.585 -12.068
O 19.419 -9.740 -13.067
O 15.712 -16.520 -8.610
O 14.000 -22.871 -12.306
O 18.483 -16.934 -1.982
N 19.786 -17.954 -4.320
N 16.731 -23.244 -2.752
C 15.333 -23.039 -11.830
C 14.324 -16.139 -8.570
C 14.651 -22.912 -3.909
C 15.778 -25.181 -3.914
C 19.237 -11.401 -11.343
C 16.185 -23.888 -12.845
C 21.307 -15.966 -4.282
C 19.304 -16.079 -2.732
C 17.631 -16.330 -1.037
C 20.421 -16.958 -3.471
C 18.508 -10.263 -12.068
C 21.655 -20.602 -10.476
C 14.137 -26.889 -3.643
C 15.451 -23.906 -3.057
H 18.165 -9.420 -11.469
H 14.122 -15.068 -8.569
H 20.970 -17.595 -2.777
H 16.949 -17.093 -0.665
H 15.078 -22.826 -4.908
H 21.929 -16.666 -4.839
H 13.119 -27.149 -3.934
H 14.168 -26.567 -2.602
H 16.543 -22.422 -2.196
H 22.666 -20.674 -10.876
H 15.327 -23.607 -10.900
H 18.956 -9.089 -13.599
H 15.568 -24.746 -13.109
H 14.822 -27.736 -3.600
H 19.324 -18.508 -3.613
H 17.538 -10.584 -12.449
H 20.989 -20.870 -11.296
H 16.279 -16.021 -9.203
H 14.409 -21.910 -3.554
H 14.895 -24.058 -2.133
H 21.846 -15.299 -3.608
H 14.074 -22.327 -13.094
H 17.229 -23.830 -2.097
H 13.909 -16.620 -7.685
H 13.684 -23.354 -4.147
H 18.825 -11.329 -10.336
H 19.011 -17.512 -4.793
H 16.907 -22.370 -13.879
H 15.811 -22.061 -11.772
H 17.163 -24.065 -12.396
H 16.456 -25.787 -3.314
H 13.939 -16.675 -9.438
H 21.589 -19.525 -10.325
H 18.186 -15.929 -0.189
H 16.347 -24.854 -4.784
H 21.286 -20.944 -8.549
H 18.705 -15.487 -3.424
H 20.729 -15.296 -4.918
H 19.819 -15.341 -2.118
H 20.295 -11.156 -11.240
H 19.304 -12.491 -12.936
H 16.977 -15.632 -1.560
*
```

Properties
Frontier orbital gap (eV): 9.7
Energy relative to the best compared isomer or geometry (same formula, charge and spin) (kJ/mol): 243.84
SMILES: COC[C@H](C)N.COC[C@H](C)N.OCCO.OCCO.CO.CO


Below is a 2-piece molecular cluster, C7H16BN2O3S overall, with properties calculated with ωB97M-V/def2-TZVPD.

```
! RIJCOSX wB97M-V def2-TZVPD def2/J DEFGRID3
* xyz 1 3
S 0.600 -3.437 -0.305
O 2.796 -1.572 1.146
O -0.879 0.100 -2.413
O 4.319 -0.916 -0.706
N -0.235 -0.921 -0.410
N -2.438 1.836 -1.387
C -0.261 -1.273 0.968
C -0.369 -2.785 0.998
C -0.344 2.161 0.037
C -0.566 2.984 1.340
C -1.576 1.257 -0.333
C -0.925 0.018 -1.055
C 0.620 -1.843 -1.056
B 3.552 -1.236 0.259
H -1.327 -3.361 1.042
H 0.533 1.422 0.036
H 0.141 3.716 1.432
H 0.833 -1.045 1.287
H -1.048 -0.748 1.626
H -2.010 1.125 0.646
H 0.089 -2.964 2.094
H 5.319 -1.053 -0.863
H 0.534 -1.771 -2.163
H -3.268 1.237 -1.279
H -0.547 2.384 2.212
H -2.348 2.813 -1.143
H 1.768 -3.248 0.393
H -1.513 3.424 1.071
H -1.428 0.774 -2.749
H -0.021 2.922 -0.727
*
```

Properties
Frontier orbital gap (alpha / beta) (eV): 5.2 / 8.3
<S²>: 2.01


Below is C21H63B4F3O15 as an isolated structure, with properties calculated with ωB97M-V/def2-TZVPD.

```
! RIJCOSX wB97M-V def2-TZVPD def2/J DEFGRID3
* xyz 0 1
F -0.608 3.876 -2.931
F 1.387 3.506 -3.880
F -0.265 2.008 -4.129
O -2.768 0.777 -0.867
O 1.699 6.529 -4.942
O -3.097 7.459 1.693
O 6.405 -3.883 -1.772
O 3.794 -0.249 1.217
O -5.119 2.816 -1.002
O -2.061 -0.357 1.271
O 1.426 -9.961 -2.124
O -0.302 -7.417 0.298
O -0.552 6.008 1.491
O 1.378 2.896 -0.842
O 0.747 1.118 0.718
O 0.385 0.729 -1.670
O -1.843 -3.714 1.363
O -1.092 -7.192 5.022
C -4.631 4.360 0.787
C -4.713 9.090 2.438
C -5.578 3.302 0.253
C -0.290 -7.745 1.686
C -1.611 -5.943 4.572
C 0.327 2.885 -3.228
C 0.328 6.497 -6.928
C -1.050 -4.313 0.340
C 0.143 -9.184 1.881
C 0.163 -3.451 0.045
C 4.786 -2.253 -1.026
C -1.943 -5.054 5.753
C 3.695 0.639 3.459
C 6.071 -2.499 -1.792
C 0.893 -8.402 -3.886
C 0.992 7.658 0.643
C 4.532 0.458 2.208
C -3.428 8.845 1.672
C 1.619 -8.624 -2.573
C 1.614 6.982 -6.288
C 0.552 6.207 0.616
B 0.896 2.541 0.471
B -0.174 0.716 -0.326
B 0.727 2.118 -1.853
B -1.752 0.340 0.048
H 3.387 -0.330 3.857
H 1.262 -9.089 -4.653
H 0.175 8.315 0.332
H -4.550 5.191 0.081
H -4.241 2.438 -0.865
H -1.668 -4.439 -0.556
H -3.625 3.951 0.915
H -2.602 9.394 2.126
H 1.138 -9.345 1.461
H 5.971 -2.177 -2.834
H -4.974 10.151 2.434
H -1.274 6.580 1.188
H 5.677 -4.364 -2.181
H -3.527 9.168 0.631
H 2.781 1.197 3.236
H -4.612 8.755 3.472
H -0.176 -8.597 -3.770
H -0.143 -2.451 -0.282
H 0.605 3.354 1.288
H 1.273 7.954 1.656
H -0.742 -5.299 0.685
H 2.486 6.616 -6.839
H 1.234 -7.951 -1.805
H 3.004 0.270 1.017
H -2.501 -6.132 3.963
H -1.291 -7.578 2.094
H -4.977 4.746 1.750
H -5.540 8.524 1.998
H -1.560 0.148 1.948
H 0.161 -9.445 2.941
H -0.538 6.858 -6.367
H -3.525 0.160 -0.836
H -5.655 2.461 0.950
H 1.028 -7.377 -4.239
H 4.254 1.175 4.230
H 1.364 5.556 0.947
H 1.776 -10.550 -2.801
H 0.259 5.906 -0.395
H 0.782 -3.900 -0.733
H -3.826 6.978 1.282
H -2.337 -4.091 5.419
H 1.648 8.073 -6.277
H 0.280 5.405 -6.921
H 6.897 -1.949 -1.340
H 3.960 -2.821 -1.464
H -2.119 -2.845 1.046
H -0.923 -8.014 -0.136
H 0.403 -7.067 2.187
H 0.249 6.846 -7.960
H 5.432 -0.118 2.430
H 4.525 -1.194 -1.030
H -2.685 -5.531 6.401
H -1.054 -4.878 6.363
H -6.575 3.720 0.107
H 2.693 -8.441 -2.684
H 4.835 1.427 1.798
H -0.856 -5.472 3.940
H -1.768 -7.606 5.571
H 1.679 5.563 -4.958
H 4.887 -2.586 0.009
H -0.537 -9.866 1.362
H 0.767 -3.320 0.946
H 1.844 7.820 -0.021
*
```

Properties
Frontier orbital gap (eV): 8.9